(1)
{"formula": "C2H8N2O3P", "method": "ωB97M-V/def2-TZVPD", "symbols": ["P", "O", "O", "O", "N", "N", "C", "C", "H", "H", "H", "H", "H", "H", "H", "H"], "xyz": [[1.31, 0.30, 0.29], [2.27, -1.07, 0.62], [1.79, 0.86, -1.01], [1.28, 1.16, 1.51], [-1.14, 1.04, -1.77], [-0.74, -1.09, 1.44], [-0.28, -0.62, 0.16], [-1.49, 0.61, -0.45], [-0.13, -1.85, 1.73], [-0.18, 1.38, -1.73], [-1.12, 0.25, -2.40], [3.12, -0.78, 0.31], [-0.55, -0.33, 2.08], [-2.46, 0.12, -0.42], [-1.41, 1.43, 0.25], [-0.27, -1.42, -0.58]], "charge": -1, "homo_ha": -0.15888, "molar_mass_g_mol": 139.07, "fmax_ev_per_a": 3.94, "multiplicity": 1, "gap_ev": 8.4, "energy_ha": -757.74460, "de_lowest_ev": 0.000}

---

(2)
{"formula": "C2H8N2O4", "method": "ωB97M-V/def2-TZVPD", "symbols": ["O", "O", "O", "O", "N", "N", "C", "C", "H", "H", "H", "H", "H", "H", "H", "H"], "xyz": [[-0.27, -1.28, 0.44], [-0.38, -1.26, 3.09], [-2.58, 1.02, 1.05], [1.88, 1.50, -1.68], [1.06, -1.24, -1.49], [-0.05, 0.67, -0.65], [0.77, 1.70, -1.28], [0.26, -0.70, -0.53], [0.30, 2.74, -1.39], [0.42, -1.72, 3.40], [-1.01, 1.05, -0.19], [1.59, -0.68, -2.20], [-2.49, 0.32, 1.80], [-0.52, -1.83, 2.30], [1.41, -2.21, -1.55], [-2.12, 0.52, 0.35]], "charge": 0, "homo_ha": -0.38718, "molar_mass_g_mol": 124.10, "fmax_ev_per_a": 4.36, "multiplicity": 1, "gap_ev": 11.1, "energy_ha": -491.47780, "de_lowest_ev": 1.945}

---

(3)
{"formula": "C2H8N2OP", "method": "ωB97M-V/def2-TZVPD", "symbols": ["P", "O", "N", "N", "C", "C", "H", "H", "H", "H", "H", "H", "H", "H"], "xyz": [[0.39, 0.47, -1.99], [1.51, 0.23, -3.30], [0.04, 0.33, 0.07], [1.94, -0.47, -2.16], [-1.25, -0.22, 0.68], [1.13, -0.44, 0.59], [0.71, -1.44, 0.82], [0.89, 1.91, -1.74], [1.64, -1.50, -2.28], [1.95, -0.44, -0.10], [-1.40, 0.12, 1.71], [-2.05, 0.25, 0.10], [-1.24, -1.37, 0.58], [1.43, 0.02, 1.52]], "charge": -1, "homo_ha": -0.08920, "molar_mass_g_mol": 107.07, "fmax_ev_per_a": 3.00, "multiplicity": 1, "gap_ev": 6.9, "energy_ha": -606.98894, "de_lowest_ev": 0.389}

---

(4)
{"formula": "C2H8N2OSi", "method": "ωB97M-V/def2-TZVPD", "symbols": ["Si", "O", "N", "N", "C", "C", "H", "H", "H", "H", "H", "H", "H", "H"], "xyz": [[0.57, -0.06, 0.04], [-0.74, -2.66, -1.42], [1.45, -1.01, -1.04], [0.98, 0.16, 1.73], [-0.61, 1.16, -0.54], [-1.58, 1.81, 0.16], [-1.75, 1.70, 1.13], [0.82, -1.58, -1.66], [-1.17, -1.94, -1.00], [1.90, -0.22, 1.90], [0.81, 1.12, 1.96], [-2.21, 2.48, -0.37], [-0.68, 1.32, -1.61], [2.10, -1.64, -0.53]], "charge": 0, "homo_ha": -0.25541, "molar_mass_g_mol": 104.18, "fmax_ev_per_a": 4.74, "multiplicity": 1, "gap_ev": 5.8, "energy_ha": -555.15149, "de_lowest_ev": 4.589}

---

(5)
{"formula": "C2H8N2P", "method": "ωB97M-V/def2-TZVPD", "symbols": ["P", "N", "N", "C", "C", "H", "H", "H", "H", "H", "H", "H", "H"], "xyz": [[-1.84, 1.01, 0.69], [-0.54, 0.51, -0.25], [0.96, -1.00, -0.01], [-0.42, -1.04, -0.69], [0.86, 0.50, -0.06], [0.80, -1.14, 1.00], [1.72, -1.48, -0.38], [1.32, 0.86, 0.78], [-1.04, 1.45, 1.74], [-0.15, -1.20, -1.76], [-1.95, 2.38, 0.16], [1.48, 0.87, -0.98], [-1.21, -1.71, -0.25]], "charge": 1, "homo_ha": [-0.30679, -0.53700], "molar_mass_g_mol": 91.07, "fmax_ev_per_a": 4.13, "multiplicity": 3, "gap_ev": [4.6, 6.9], "energy_ha": -531.32310, "de_lowest_ev": 3.522}

---

(6)
{"formula": "C2H8N2S", "method": "ωB97M-V/def2-TZVPD", "symbols": ["S", "N", "N", "C", "C", "H", "H", "H", "H", "H", "H", "H", "H"], "xyz": [[1.64, 1.72, -1.53], [0.64, -1.62, 0.04], [-2.51, -0.15, 1.49], [-0.43, -1.43, 0.99], [-1.37, -0.50, 0.68], [-0.50, -1.90, 1.97], [1.83, 0.28, -1.56], [1.53, -1.52, 0.55], [0.83, 1.84, -0.37], [-2.87, 0.84, 1.37], [-1.37, -0.05, -0.27], [-2.34, -0.36, 2.46], [0.62, -2.57, -0.37]], "charge": -1, "homo_ha": [0.04184, -0.18396], "molar_mass_g_mol": 92.17, "fmax_ev_per_a": 2.44, "multiplicity": 2, "gap_ev": [2.8, 8.8], "energy_ha": -588.60406, "de_lowest_ev": 1.464}